Record 1
The following is a quantum chemistry calculation of an isolated ion of composition C5H2IO3 and charge -1 at a distorted geometry, from the Open Molecules 2025 dataset.

Values from the calculation:
Net charge = -1
Max |F| = 3.9 eV/Å
Gap between HOMO and LUMO = 5.99 eV
Multiplicity = 1
LUMO level = 2.8 eV

```
11
Properties=species:S:1:pos:R:3:forces:R:3:nbo_charge:R:1
H 1.742666 0.895220 -0.068443 -0.040 0.090 -0.016 0.1775
C 0.057713 2.165577 -0.078813 1.089 0.002 -0.218 0.1143
O -2.190637 3.134325 0.252979 0.950 -0.588 -0.307 -0.5168
O 0.691858 3.252523 -0.240571 0.221 0.329 0.010 -0.7623
H -1.299565 -1.700887 0.054371 -0.034 0.194 -0.004 0.1665
C -1.368516 2.305541 0.083387 -3.027 -2.416 0.450 0.6954
C 0.661906 0.923039 -0.021824 -0.247 0.301 0.070 0.0073
I -4.140234 -0.188949 -0.028949 0.483 0.074 0.042 0.0451
C -1.152578 -0.619486 0.057135 0.000 -0.629 0.064 0.0046
O 0.175280 -0.346539 0.089865 -0.211 -0.312 -0.066 -0.4713
C -2.093159 0.309168 0.053766 0.817 2.955 -0.024 -0.4603
```
Positions in Å, forces in eV/Å.

Record 2
The following is a quantum chemistry calculation of an isolated molecule of C5H2N2O at a distorted geometry, from the Open Molecules 2025 dataset.

Values from the calculation:
Net charge = 0
Max |F| = 5.9 eV/Å
Gap between HOMO and LUMO = 7.66 eV
Multiplicity = 1
LUMO level = -2.3 eV

```
10
Properties=species:S:1:pos:R:3:forces:R:3:nbo_charge:R:1
H 2.986710 0.637446 0.099374 -0.698 -1.193 0.739 0.2332
C 0.764118 0.791306 -0.155718 -1.480 2.664 -0.723 0.4888
C -0.218124 -0.403781 -0.579388 1.946 -1.733 4.463 0.0397
C -2.875947 -0.202564 0.094682 3.551 1.356 1.322 -0.1651
H -3.896652 0.012206 0.811934 3.519 -0.845 -2.830 0.3018
N 0.459215 -1.552130 -0.161677 -1.981 4.506 -1.489 -0.1351
C -1.617027 -0.161306 -0.203374 -5.676 -1.512 0.215 -0.0993
O 0.510378 1.997268 -0.135705 0.794 -3.505 -0.025 -0.4339
C 2.036231 0.045431 0.195482 -0.302 3.498 -1.181 -0.0275
N 1.851095 -1.163878 0.034393 0.326 -3.235 -0.492 -0.2026
```
Positions in Å, forces in eV/Å.

Record 3
The following is a quantum chemistry calculation of an isolated molecule of C5H2N2O2 at a distorted geometry, from the Open Molecules 2025 dataset.

Values from the calculation:
Net charge = 0
Max |F| = 7.7 eV/Å
Gap between HOMO and LUMO = 8.93 eV
Multiplicity = 1
LUMO level = -1.2 eV

```
11
Properties=species:S:1:pos:R:3:forces:R:3:nbo_charge:R:1
O 1.444841 0.455189 0.530102 3.156 1.780 -2.018 -0.3811
N -0.761533 2.588736 -0.062322 -1.601 -5.877 -0.151 -0.2616
H -3.914647 -1.863518 -0.542306 0.664 0.610 0.780 0.2638
C -0.671087 -0.088087 0.324232 -0.471 2.579 -1.589 0.0625
C -1.908951 -0.800584 0.147629 -6.390 -4.229 -1.036 -0.0646
O 3.144068 -1.090333 -0.143212 -1.549 6.059 -0.662 -0.4832
N 0.554893 -0.509119 0.424499 -2.832 -1.720 0.290 -0.0223
H 3.396104 1.138208 -0.440416 -2.003 -2.843 0.793 0.2021
C 2.772662 0.102040 -0.145654 1.046 -3.431 1.659 0.6130
C -3.078441 -1.331533 -0.069137 6.966 2.810 0.552 -0.1412
C -0.977913 1.399006 -0.023412 3.014 4.263 1.382 0.2127
```
Positions in Å, forces in eV/Å.